Entry 1:
Formula: C11H44N22O11
Source: OMol25
Level of theory: wB97M-V/def2-TZVPD

```
88
Properties=species:S:1:pos:R:3
C -0.4242 0.7561 0.0696
O -0.2772 1.4564 -0.9458
N -1.0662 -0.4274 0.0607
N 0.0938 1.0699 1.2791
H -0.8241 -1.0081 0.8438
H -1.5114 -0.7987 -0.7650
H 0.5581 1.9455 1.4854
H 0.1997 0.2929 1.9108
C -4.9810 -0.9577 2.0413
O -4.7837 -0.0832 2.9316
N -4.1166 -1.8736 1.6275
N -6.1932 -0.9708 1.4520
H -4.2352 -2.5130 0.8664
H -3.2891 -1.9329 2.2078
H -6.3404 -1.5876 0.6723
H -6.9080 -0.3764 1.8293
C 1.4026 1.0370 -4.6224
O 2.5162 1.4283 -4.9752
N 1.2814 0.3389 -3.4656
N 0.1821 1.4466 -5.0812
H 2.1544 0.0236 -3.0752
H 0.3857 0.1944 -3.0242
H 0.1280 2.0791 -5.8573
H -0.5824 1.1927 -4.4853
C 0.1326 4.6326 -3.5074
O -0.7926 4.1835 -4.1785
N 0.7416 3.9736 -2.5179
N 0.5428 5.9289 -3.7288
H 0.4510 3.0062 -2.4735
H 1.0094 4.4754 -1.6914
H 0.0579 6.5464 -4.3520
H 1.1939 6.4042 -3.1274
C -4.9440 -0.4374 -2.8278
O -6.1630 -0.4374 -2.9533
N -4.3056 -0.2246 -1.6434
N -4.1273 -0.4890 -3.9107
H -3.3995 0.2179 -1.6250
H -4.8441 -0.0849 -0.8053
H -4.5668 -0.6278 -4.8014
H -3.2050 -0.0985 -3.8132
C -1.0939 -2.2859 -2.8541
O -1.2461 -1.0754 -2.7148
N -1.9072 -3.2260 -2.3410
N -0.1054 -2.8018 -3.6334
H -1.6910 -4.2036 -2.2907
H -2.6610 -2.8533 -1.7839
H 0.1379 -3.7659 -3.7637
H 0.2900 -2.1661 -4.3095
C -1.2394 -0.9771 3.6223
O -1.4007 -2.1276 3.1725
N -2.2194 -0.1097 3.8463
N -0.0025 -0.4773 3.8367
H -1.9503 0.7574 4.2694
H -3.2073 -0.3375 3.5917
H 0.7832 -1.0981 3.7532
H 0.1621 0.4067 4.2818
C 3.5618 -1.6396 3.5416
O 3.8565 -1.5222 4.7266
N 3.3929 -2.8913 3.0422
N 3.3274 -0.6678 2.6029
H 3.7380 -3.6538 3.5963
H 3.1695 -2.9695 2.0657
H 3.0082 -0.9468 1.6954
H 3.3498 0.2891 2.9107
C 2.9600 3.2860 2.6263
O 2.0918 2.8376 1.8775
N 4.1569 2.6361 2.7139
N 2.8771 4.2467 3.5799
H 4.9043 2.9809 3.2847
H 4.2782 1.8910 2.0421
H 3.6823 4.5764 4.0762
H 2.0794 4.8629 3.5769
C 0.1738 -5.2615 1.7702
O 0.1477 -6.4619 1.4699
N -0.7768 -4.4087 1.2929
N 1.1231 -4.7354 2.5413
H -1.0726 -3.6936 1.9531
H -1.5858 -4.8575 0.8961
H 0.9959 -3.7846 2.8417
H 1.7588 -5.4188 2.9150
C 4.0786 1.4074 -1.0216
O 4.5687 0.6819 -1.8770
N 3.1460 0.9853 -0.1313
N 4.3818 2.7217 -0.9039
H 2.6319 1.7008 0.3663
H 2.8153 0.0447 -0.0446
H 4.3407 3.3633 -0.1332
H 5.0389 3.0410 -1.5999
```

Its SMILES is NC(N)=O.NC(N)=O.NC(N)=O.NC(N)=O.NC(N)=O.NC(N)=O.NC(N)=O.NC(N)=O.NC(N)=O.NC(N)=O.NC(N)=O. As for the frontier orbital gap: 8.323 eV. For the lowest unoccupied orbital energy, the calculation gives -0.01133 Eh. Its HOMO energy is -8.63 eV.


Entry 2:
Formula: C35H29AlN4PS3
Source: OMol25
Level of theory: wB97M-V/def2-TZVPD

```
73
Properties=species:S:1:pos:R:3
Al -1.1091 -0.7482 1.1493
S -1.2133 -1.2615 3.5733
C 0.4231 -1.0452 3.1711
N 0.7131 -0.6579 1.9404
C 2.0778 -0.5382 1.7204
C 2.6957 -0.1934 0.5246
C 4.0734 -0.0787 0.5000
C 4.8345 -0.3094 1.6478
C 4.2296 -0.6784 2.8372
C 2.8465 -0.7957 2.8598
S 1.8092 -1.2672 4.1852
H 2.1028 -0.0389 -0.3662
H 4.5713 0.1831 -0.4244
H 5.9111 -0.2175 1.6036
H 4.8204 -0.8798 3.7208
N -2.3894 0.5174 -1.4560
P -0.7152 0.3612 -1.1710
C -0.0952 -0.5148 -2.6320
C -0.1973 0.0692 -3.8983
C 0.2483 -0.6115 -5.0169
C 0.8157 -1.8738 -4.8789
C 0.9333 -2.4522 -3.6256
C 0.4745 -1.7790 -2.5007
C -0.0787 2.0423 -1.4556
C 1.2248 2.1961 -1.9305
C 1.7766 3.4605 -2.0715
C 1.0250 4.5844 -1.7538
C -0.2793 4.4389 -1.3026
C -0.8283 3.1738 -1.1500
C -3.3834 0.1331 -0.5838
C -4.7266 0.2740 -0.9551
C -5.7076 -0.1262 -0.0831
C -5.3527 -0.6620 1.1562
C -4.0214 -0.7672 1.4525
N -3.0432 -0.3806 0.6054
H -2.7131 0.8430 -2.3556
H -0.6103 1.0660 -4.0083
H 0.1630 -0.1573 -5.9951
H 1.1690 -2.4031 -5.7542
H 1.3751 -3.4336 -3.5159
H 0.5533 -2.2456 -1.5277
H 1.8069 1.3296 -2.2197
H 2.7864 3.5684 -2.4453
H 1.4508 5.5720 -1.8722
H -0.8719 5.3122 -1.0644
H -1.8360 3.0708 -0.7707
H -4.9692 0.6908 -1.9232
H -6.7486 -0.0256 -0.3595
H -6.0947 -0.9888 1.8685
H -3.6861 -1.1758 2.3956
S -1.5307 1.7293 1.8393
C -0.0372 2.2083 2.5171
N 0.1700 1.9706 3.8350
C 1.3042 2.2812 4.5007
C 2.3378 2.8735 3.8395
C 2.1830 3.1415 2.4705
C 1.0170 2.8213 1.8200
H -0.5795 1.4787 4.3129
H 1.3253 2.0272 5.5500
H 3.2448 3.1244 4.3676
H 2.9920 3.6057 1.9212
H 0.8797 3.0226 0.7673
C -0.7442 -5.1177 -0.8470
C 0.1915 -4.6812 0.0810
C 0.0428 -3.4406 0.6868
C -1.0321 -2.5872 0.3971
C -1.9676 -3.0736 -0.5245
C -1.8321 -4.3109 -1.1423
H -0.6319 -6.0822 -1.3252
H 1.0372 -5.3087 0.3345
H 0.8023 -3.1383 1.4013
H -2.8359 -2.4789 -0.7923
H -2.5769 -4.6445 -1.8544
```

As for the frontier orbital gap: 7.681 eV. For the lowest unoccupied orbital energy, the calculation gives -0.10510 Eh. Its HOMO energy is -10.54 eV. Its charge is +1.